[1]
Entry from OMol25: one molecule with the formula C9H14 in a non-equilibrium geometry (ωB97M-V/def2-TZVPD).

Calculated values
orbital gap	9.1	eV
LUMO energy	0.038	Eh
energy above the lowest of the compared OMol25 structures with the same formula, charge and spin	349.9	kJ/mol

The geometry in XYZ format:
```
23
Properties=species:S:1:pos:R:3:forces:R:3
C 0.8772 -2.1783 -1.1424 -0.096 0.119 0.010
C 0.6231 -1.1376 -0.0892 -0.571 3.094 -1.019
C 1.4981 -1.2493 1.1276 -0.093 0.005 0.036
C -0.7394 -0.5354 -0.0847 0.655 0.321 0.237
C -0.7086 0.8503 0.4539 -0.214 -0.160 0.179
C -0.6583 1.2249 1.9080 0.097 0.010 -0.084
C -1.3799 1.7670 -0.5890 -0.133 -0.007 0.002
C -0.2754 1.4188 -1.6262 -0.029 0.104 -0.579
C 0.3345 0.5286 -0.5778 0.333 -3.476 1.161
H 1.8986 -2.1272 -1.5130 0.094 -0.014 0.039
H 0.2006 -2.0672 -1.9854 -0.072 -0.005 -0.078
H 0.7242 -3.1633 -0.7000 0.011 -0.126 -0.036
H 2.5107 -1.5221 0.8382 0.092 -0.025 -0.024
H 1.1055 -2.0258 1.7846 0.023 -0.122 0.125
H 1.5454 -0.3152 1.6744 -0.006 0.008 0.065
H -1.5294 -0.9288 -0.7059 -0.009 0.074 -0.286
H -0.2481 0.4259 2.5161 0.029 -0.046 0.098
H -1.6718 1.4198 2.2579 -0.075 0.033 0.073
H -0.0638 2.1248 2.0607 0.030 0.110 0.055
H -1.4072 2.8147 -0.3009 0.039 0.063 0.033
H -2.3815 1.4515 -0.8791 -0.102 0.037 -0.004
H -0.6137 0.9533 -2.5546 0.024 -0.009 0.026
H 0.3593 2.2704 -1.8733 -0.028 0.011 -0.028
```
Positions in Å, forces in eV/Å.

Atom charges from the Löwdin analysis, given in e for atoms 1 to 6: C -0.0461; C -0.3442; C -0.0485; C -0.0941; C -0.4087; C -0.0287

---

[2]
Entry from OMol25: a 2-piece molecular cluster, C11H28NO3S overall (ωB97M-V/def2-TZVPD).

Calculated values
orbital gap	8.3	eV
LUMO energy	-0.128	Eh
total charge	+1

The geometry in XYZ format:
```
44
Properties=species:S:1:pos:R:3:forces:R:3
C 2.1481 -0.0568 -1.9017 -0.081 0.059 0.011
C 2.7147 1.1739 -1.2008 -0.060 0.035 0.068
C 1.6259 2.1310 -0.7306 -0.059 -0.033 -0.002
N 0.6359 2.4694 -1.8231 0.088 -0.116 0.080
S 1.4753 3.4746 -3.0247 -0.102 -0.006 0.026
C -0.6426 3.0760 -1.2928 -0.017 -0.019 -0.039
C -1.5314 2.0537 -0.5953 0.105 -0.007 0.077
C -1.8767 0.8255 -1.4349 0.051 0.041 -0.043
C -2.8280 -0.1398 -0.7125 -0.086 0.062 -0.055
O -3.9196 0.5299 -0.1043 0.098 0.158 0.181
H 2.9330 -0.7829 -2.1041 -0.018 -0.005 0.042
H 1.3827 -0.5342 -1.2817 0.050 -0.078 -0.024
H 1.7113 0.1897 -2.8763 0.035 -0.031 0.008
H 3.4501 1.6821 -1.8267 -0.056 0.021 -0.012
H 3.2404 0.8708 -0.2926 0.040 0.010 -0.041
H 2.0163 3.0826 -0.3688 0.006 -0.015 0.007
H 1.0359 1.6692 0.0593 -0.017 -0.002 -0.020
H 0.3955 1.5844 -2.2760 -0.007 -0.001 -0.008
H 0.3981 3.5576 -3.8194 0.025 0.045 -0.075
H -1.1562 3.5005 -2.1554 -0.009 -0.020 0.014
H -0.3412 3.8907 -0.6356 -0.023 0.011 -0.021
H -1.1018 1.7591 0.3661 0.037 -0.008 -0.041
H -2.4556 2.5841 -0.3582 -0.004 -0.005 0.002
H -2.3289 1.1481 -2.3788 -0.035 0.018 0.046
H -0.9807 0.2424 -1.6876 -0.029 -0.015 0.009
H -2.2758 -0.7496 0.0068 0.040 0.040 0.047
H -3.2628 -0.8129 -1.4516 0.084 -0.062 0.035
H -3.7188 0.7278 0.8199 -0.065 -0.126 -0.249
C 0.3202 -0.5024 1.8791 -0.010 0.078 0.042
O 0.2366 -1.5703 0.9620 -0.118 0.111 -0.083
C 1.2204 -2.5746 1.1779 0.154 -0.064 -0.041
C 0.6874 -3.7465 1.9714 -0.048 -0.061 0.022
O 0.3060 -3.3553 3.2745 -0.007 0.120 -0.001
C -1.0943 -3.2711 3.4683 0.016 -0.047 0.018
H -0.6077 0.0672 1.8075 0.010 -0.006 0.008
H 0.4417 -0.8434 2.9083 -0.017 -0.046 -0.014
H 1.1646 0.1580 1.6334 0.024 -0.020 0.071
H 2.0829 -2.1437 1.6974 0.017 -0.005 -0.011
H 1.5532 -2.9256 0.1973 -0.005 -0.012 -0.001
H 1.4804 -4.4947 2.0576 -0.007 -0.014 -0.014
H -0.1537 -4.2056 1.4416 0.004 0.010 -0.001
H -1.5530 -4.2643 3.4594 -0.005 0.002 -0.020
H -1.5717 -2.6547 2.7005 -0.002 0.015 0.001
H -1.2562 -2.8197 4.4450 0.001 -0.013 0.002
```
Positions in Å, forces in eV/Å.

Atom charges from the Löwdin analysis, given in e for atoms 1 to 6: C -0.0801; C -0.2295; C -0.1917; N -0.4341; S 0.9484; C -0.1602

---

[3]
Entry from OMol25: one molecule with the formula C4H5P in a non-equilibrium geometry (ωB97M-V/def2-TZVPD).

Calculated values
orbital gap (alpha / beta)	6.7 / 7.3	eV
LUMO energy (alpha / beta)	-0.035 / -0.026	Eh
energy above the lowest of the compared OMol25 structures with the same formula, charge and spin	354.1	kJ/mol

The geometry in XYZ format:
```
10
Properties=species:S:1:pos:R:3:forces:R:3
C -2.0075 0.3133 -0.3456 1.627 0.368 -0.771
C -1.1770 0.5565 0.8069 -3.509 -0.124 -0.803
C 0.0716 0.3311 0.5133 2.505 0.109 1.121
P 1.6862 0.6538 0.4169 0.612 -0.088 -0.587
C 2.3749 -0.8150 -0.1836 0.489 0.728 -0.686
H -3.0731 0.3175 -0.4947 -0.185 0.085 0.559
H -1.3745 0.1493 -1.2766 -1.199 0.126 1.154
H -1.5538 0.8348 1.8175 0.252 -0.516 -0.801
H 3.3231 -0.7402 -0.7446 -0.337 -0.098 0.762
H 1.7300 -1.6009 -0.5095 -0.254 -0.589 0.052
```
Positions in Å, forces in eV/Å.

Atom charges from the Löwdin analysis, given in e for atoms 1 to 6: C 0.0152; C -0.2693; C -0.4260; P 0.8195; C -0.3320; H 0.0363

---

[4]
Entry from OMol25: a 3-piece molecular cluster, C19H26F2O3Si overall in a non-equilibrium geometry (ωB97M-V/def2-TZVPD).

Calculated values
orbital gap	10.0	eV
LUMO energy	0.025	Eh

The geometry in XYZ format:
```
51
Properties=species:S:1:pos:R:3:forces:R:3
C 0.3202 -2.6467 1.6237 -0.704 0.321 0.229
Si 0.0085 -0.8227 1.0132 0.237 -1.383 -0.386
C 1.0816 -0.6237 -0.5801 0.204 0.478 -0.956
C 0.6207 0.3121 2.4299 0.612 -0.015 0.513
O -1.6758 -0.6691 0.6278 1.572 1.310 1.337
C -2.2662 0.5428 1.1511 -2.079 0.501 -0.431
C -3.7811 0.6287 0.5538 0.479 -0.895 0.620
C -4.8834 0.1118 1.6405 0.168 1.608 -0.674
O -5.6117 -1.0395 1.1065 1.930 -1.227 1.321
C -4.8560 -2.2384 1.2624 0.460 -1.144 -4.091
O -4.5134 -2.8669 0.2336 -1.379 2.152 4.194
H -0.6989 -3.0064 2.0237 1.631 0.255 -0.472
H 1.0998 -2.6453 2.4747 -1.159 -0.238 -1.470
H 0.6264 -3.2868 0.7328 -0.292 0.648 1.388
H 1.8041 0.2568 -0.4619 -0.896 -1.201 -0.252
H 0.4464 -0.4174 -1.5187 0.859 -0.234 1.440
H 1.6948 -1.5625 -0.8216 -0.828 1.314 0.539
H 0.5539 -0.2942 3.4112 -0.098 1.161 -1.416
H 1.7522 0.4730 2.2497 -1.776 -0.087 0.264
H 0.0897 1.3156 2.5153 0.842 -1.299 0.046
H -2.3764 0.5363 2.2918 0.450 -0.146 -1.386
H -1.7158 1.5047 0.8761 -0.436 -1.348 0.147
H -3.9819 1.6988 0.2158 0.042 -1.646 0.532
H -3.8716 -0.1172 -0.3220 0.320 1.391 1.213
H -5.6513 0.9671 1.7276 1.021 -1.639 0.227
H -4.4019 -0.1190 2.6596 -0.772 0.279 -1.454
H -4.6137 -2.6356 2.3046 -0.410 0.959 -1.046
F -3.3113 3.8168 0.2031 -0.093 0.089 0.173
C -2.5132 4.1015 -0.8401 0.541 0.199 -0.716
C -2.7464 3.4901 -2.0618 -0.174 -0.129 0.040
C -1.9233 3.7885 -3.1427 0.156 0.191 0.251
C -0.8702 4.6865 -2.9863 0.003 -0.016 -0.049
C -0.6428 5.2905 -1.7531 -0.199 -0.203 -0.127
C -1.4721 5.0011 -0.6747 -0.003 0.037 0.209
H -3.5657 2.7876 -2.1623 0.030 0.047 0.030
H -2.1014 3.3216 -4.1053 -0.006 0.017 0.122
H -0.2259 4.9153 -3.8291 -0.069 -0.023 0.098
H 0.1802 5.9866 -1.6319 -0.106 -0.058 0.019
H -1.3153 5.4686 0.2904 -0.034 -0.052 -0.033
F 3.8472 -3.5698 1.3711 -0.095 -0.023 0.120
C 4.6410 -3.2871 0.3274 0.462 0.176 -0.621
C 4.4009 -3.8945 -0.8953 -0.165 -0.105 0.011
C 5.2205 -3.5966 -1.9791 0.140 0.190 0.254
C 6.2775 -2.7030 -1.8253 0.014 -0.009 -0.065
C 6.5123 -2.1028 -0.5918 -0.211 -0.193 -0.114
C 5.6865 -2.3917 0.4896 -0.004 0.057 0.174
H 3.5787 -4.5937 -0.9941 0.027 0.051 0.047
H 5.0366 -4.0605 -2.9420 -0.006 0.021 0.118
H 6.9191 -2.4746 -2.6703 -0.068 -0.022 0.096
H 7.3385 -1.4101 -0.4725 -0.103 -0.058 0.018
H 5.8494 -1.9268 1.4548 -0.034 -0.060 -0.030
```
Positions in Å, forces in eV/Å.

Atom charges from the Löwdin analysis, given in e for atoms 1 to 6: C -0.1911; Si 0.4911; C -0.1880; C -0.1972; O -0.2569; C -0.2659